Record 1
Here is a single C2H6FN molecule in a non-equilibrium geometry from the OMol25 dataset. Energies are from wB97M-V/def2-TZVPD.

Cartesian coordinates (Å):
C (-0.643, 0.108, 0.310)
C (0.707, -0.620, 0.419)
H (-0.528, 1.787, -1.024)
H (0.212, 0.463, -1.337)
H (-1.420, -0.647, 0.306)
H (-0.858, 0.848, 1.163)
H (0.786, -1.160, 1.377)
H (1.507, 0.084, 0.372)
N (-0.628, 0.719, -1.016)
F (0.866, -1.583, -0.571)

Energy relative to the best compared isomer or geometry (same formula, charge and spin): 0.675 eV
HOMO: -9.57 eV
Gap between HOMO and LUMO: 10.65 eV
E_tot: -6377.98238 eV



Record 2
Here is 6 unconnected molecules or ions with the total composition C21H40BrClFNO8S in a non-equilibrium geometry from the OMol25 dataset. Energies are from wB97M-V/def2-TZVPD.

Cartesian coordinates (Å):
C (-5.157, -5.615, -1.992)
N (-5.110, -5.463, -0.527)
C (-4.691, -4.157, -0.078)
C (-3.146, -4.009, 0.110)
Cl (-2.279, -5.461, -0.422)
C (-2.592, -2.814, -0.666)
Br (-3.344, -1.123, -0.016)
C (-1.068, -2.704, -0.552)
C (-0.536, -3.103, 0.810)
F (0.561, -2.341, 1.106)
O (-1.453, -2.877, 1.880)
S (-2.775, -3.778, 1.901)
O (-2.521, -5.062, 2.473)
O (-3.788, -2.983, 2.522)
H (-4.713, -6.572, -2.267)
H (-6.172, -5.605, -2.382)
H (-4.544, -4.853, -2.468)
H (-6.039, -5.623, -0.172)
H (-4.993, -3.364, -0.767)
H (-5.160, -3.947, 0.879)
H (-2.877, -2.842, -1.711)
H (-0.597, -3.324, -1.312)
H (-0.810, -1.675, -0.795)
H (-0.220, -4.145, 0.816)
C (-0.055, 2.532, -2.441)
C (-1.070, 1.460, -2.154)
O (-0.835, 0.287, -2.360)
C (-2.394, 1.906, -1.587)
H (0.850, 2.081, -2.843)
H (-0.453, 3.244, -3.166)
H (0.185, 3.053, -1.512)
H (-2.895, 2.579, -2.277)
H (-2.231, 2.417, -0.635)
H (-3.009, 1.026, -1.429)
C (-7.435, 3.191, -3.056)
C (-6.253, 2.568, -2.353)
O (-5.176, 2.468, -2.891)
C (-6.480, 2.076, -0.944)
H (-7.141, 3.502, -4.056)
H (-8.249, 2.469, -3.130)
H (-7.786, 4.061, -2.499)
H (-7.257, 1.310, -0.935)
H (-6.794, 2.902, -0.305)
H (-5.558, 1.651, -0.553)
C (3.421, -1.721, 0.557)
C (4.836, -1.193, 0.572)
O (5.625, -1.476, -0.300)
C (5.218, -0.294, 1.722)
H (3.273, -2.347, -0.320)
H (3.232, -2.311, 1.454)
H (2.714, -0.891, 0.526)
H (5.095, -0.827, 2.667)
H (4.575, 0.589, 1.727)
H (6.256, 0.019, 1.621)
C (8.722, 2.376, 0.332)
C (9.003, 1.564, 1.573)
O (8.115, 1.019, 2.186)
C (10.444, 1.462, 2.010)
H (7.655, 2.368, 0.125)
H (9.053, 3.405, 0.476)
H (9.253, 1.950, -0.520)
H (10.842, 2.455, 2.219)
H (11.041, 1.002, 1.221)
H (10.508, 0.853, 2.908)
C (2.365, 4.852, 2.076)
C (1.346, 3.849, 1.594)
O (1.064, 3.746, 0.423)
C (0.696, 2.978, 2.642)
H (2.755, 5.410, 1.228)
H (1.903, 5.545, 2.781)
H (3.187, 4.338, 2.576)
H (0.170, 3.598, 3.369)
H (1.455, 2.392, 3.164)
H (-0.012, 2.303, 2.167)

HOMO: -9.12 eV
Gap between HOMO and LUMO: 9.62 eV
E_tot: -136412.23853 eV



Record 3
Here is 2 unconnected molecules or ions with the total composition C3H10NO3 in a non-equilibrium geometry from the OMol25 dataset. Energies are from wB97M-V/def2-TZVPD.

Cartesian coordinates (Å):
C (1.089, -0.572, -1.002)
C (1.198, -0.646, 0.501)
C (0.652, 0.621, 1.117)
O (1.060, 0.751, 2.372)
O (-0.086, 1.421, 0.590)
N (-0.377, -0.618, -1.431)
H (1.538, 0.301, -1.472)
H (1.526, -1.375, -1.592)
H (2.184, -0.797, 0.910)
H (0.513, -1.384, 0.937)
H (0.823, 1.581, 2.810)
H (-0.689, -1.581, -1.333)
H (-0.581, -0.182, -2.311)
H (-0.989, -0.116, -0.743)
H (-2.056, 1.432, 0.380)
H (-3.382, 0.598, 0.098)
O (-2.424, 0.566, 0.172)

Charge: +1
Energy relative to the best compared isomer or geometry (same formula, charge and spin): 0.435 eV
HOMO: -15.02 eV
Gap between HOMO and LUMO: 11.79 eV
E_tot: -10900.02827 eV



Record 4
Here is 2 unconnected molecules or ions with the total composition C6H14N2 in a non-equilibrium geometry from the OMol25 dataset. Energies are from wB97M-V/def2-TZVPD.

Cartesian coordinates (Å):
C (0.249, -1.743, -0.188)
C (-0.958, 0.499, 0.260)
C (0.938, -1.830, 1.143)
C (-0.773, 1.594, 1.309)
C (-1.673, 0.981, -0.996)
N (1.621, 0.551, -0.750)
C (1.690, -0.505, -1.506)
N (0.851, -1.527, -1.326)
H (-0.696, -2.276, -0.262)
H (-1.552, -0.295, 0.715)
H (2.111, 1.365, -1.102)
H (0.277, 0.435, -0.112)
H (2.323, -0.577, -2.393)
H (1.295, -2.854, 1.285)
H (0.239, -1.605, 1.947)
H (1.789, -1.155, 1.204)
H (-0.268, 1.207, 2.196)
H (-0.176, 2.416, 0.911)
H (-2.675, 1.360, -0.773)
H (-1.108, 1.785, -1.471)
H (-1.735, 2.003, 1.632)
H (-1.769, 0.172, -1.721)

Energy relative to the best compared isomer or geometry (same formula, charge and spin): 2.752 eV
HOMO: -8.37 eV
Gap between HOMO and LUMO: 8.92 eV
E_tot: -9426.73218 eV



Record 5
Here is a molecular structure, C22H25GeN7SV from the OMol25 dataset. Energies are from wB97M-V/def2-TZVPD.

Cartesian coordinates (Å):
V (0.105, -0.515, 0.364)
N (-3.284, -2.794, 1.301)
C (-4.083, -1.880, 0.656)
C (-3.241, -0.946, 0.137)
N (-1.946, -1.272, 0.459)
C (-2.009, -2.387, 1.165)
C (-0.776, -2.931, 1.702)
N (0.358, -2.275, 1.477)
C (1.355, -2.983, 2.117)
C (0.805, -4.063, 2.728)
N (-0.546, -4.012, 2.455)
H (-3.619, -3.608, 1.791)
H (-5.153, -1.981, 0.633)
H (-3.493, -0.054, -0.412)
H (2.383, -2.668, 2.084)
H (1.232, -4.854, 3.318)
H (-1.222, -4.690, 2.770)
N (3.679, -0.308, -1.957)
C (4.774, 0.247, -1.229)
C (5.878, 0.738, -1.901)
C (6.918, 1.313, -1.184)
C (6.833, 1.432, 0.195)
C (5.707, 0.967, 0.864)
C (4.693, 0.351, 0.149)
S (3.310, -0.337, 1.005)
N (2.115, -0.276, -0.219)
C (2.422, -0.291, -1.474)
C (1.256, -0.219, -2.418)
C (1.382, -0.137, -3.788)
C (0.237, -0.043, -4.571)
C (-1.001, -0.035, -3.956)
C (-1.048, -0.121, -2.574)
N (0.045, -0.205, -1.817)
H (3.801, -0.356, -2.954)
H (5.930, 0.666, -2.982)
H (7.790, 1.678, -1.708)
H (7.637, 1.890, 0.753)
H (5.629, 1.068, 1.939)
H (2.346, -0.131, -4.276)
H (0.322, 0.026, -5.647)
H (-1.919, 0.038, -4.521)
H (-1.994, -0.126, -2.052)
C (-1.505, 2.294, 3.753)
Ge (0.263, 1.769, 3.144)
C (1.442, 3.264, 2.788)
C (1.054, 0.429, 4.309)
C (-0.033, 0.866, 1.401)
H (-1.428, 2.786, 4.723)
H (-2.150, 1.422, 3.861)
H (-1.969, 2.991, 3.056)
H (1.662, 3.796, 3.714)
H (0.978, 3.964, 2.093)
H (2.379, 2.912, 2.357)
H (1.232, 0.845, 5.300)
H (2.008, 0.081, 3.912)
H (0.383, -0.425, 4.419)
H (-0.673, 1.374, 0.635)

Charge: +2
⟨S²⟩: 0.881
2S+1: 2
HOMO (alpha / beta): -13.09 / -13.13 eV
Gap between HOMO and LUMO (alpha / beta): 6.82 / 6.89 eV
E_tot: -126676.87354 eV



Record 6
Here is a molecular structure, C15H29ClNO2P2Y in a non-equilibrium geometry from the OMol25 dataset. Energies are from wB97M-V/def2-TZVPD.

Cartesian coordinates (Å):
C (0.176, -0.037, -3.163)
C (1.056, 0.229, -2.045)
H (0.884, -0.240, -3.958)
H (-0.422, 0.861, -3.360)
H (-0.513, -0.882, -3.027)
O (2.165, 0.583, -1.843)
Cl (-2.403, 0.115, -1.155)
Y (-0.349, -0.030, 0.135)
P (-0.215, 2.577, 0.180)
C (1.295, 3.231, 0.780)
C (-0.631, 3.208, -1.418)
H (-0.798, 4.270, -1.223)
H (-1.769, 3.930, 1.197)
H (-1.533, 2.731, -1.820)
H (-2.451, 2.263, 1.095)
H (2.123, 2.947, 0.121)
H (0.201, 3.056, -2.114)
C (-1.557, 2.864, 1.322)
H (1.119, 4.308, 0.765)
H (-1.241, 2.636, 2.347)
H (1.500, 2.869, 1.794)
P (-0.078, -2.600, -0.055)
C (1.437, -3.153, 0.652)
C (-1.437, -3.061, 1.011)
H (-1.251, -2.862, -2.115)
H (-0.325, -4.295, -1.525)
H (0.524, -2.915, -2.320)
C (-0.311, -3.217, -1.682)
H (-2.330, -2.428, 0.898)
H (-1.660, -4.088, 0.713)
H (1.353, -4.242, 0.590)
H (1.539, -2.817, 1.691)
H (-1.114, -3.013, 2.058)
H (2.294, -2.791, 0.073)
C (1.851, -0.012, 0.935)
O (2.897, -0.003, 1.454)
C (-3.677, -0.202, 1.891)
C (-2.422, -0.284, 2.680)
C (-2.531, -0.429, 4.066)
C (-1.219, -0.463, 4.589)
C (-0.345, -0.340, 3.508)
C (1.112, -0.312, 3.696)
N (-1.079, -0.226, 2.327)
H (-4.254, -1.120, 2.099)
H (-3.559, -0.081, 0.817)
H (-4.251, 0.649, 2.296)
H (-3.448, -0.491, 4.619)
H (-0.921, -0.554, 5.615)
H (1.537, 0.654, 3.402)
H (1.298, -0.409, 4.773)
H (1.604, -1.169, 3.228)

Charge: +2
Energy relative to the best compared isomer or geometry (same formula, charge and spin): 1.886 eV
HOMO (alpha / beta): -14.64 / -14.66 eV
Gap between HOMO and LUMO (alpha / beta): 7.34 / 6.24 eV
E_tot: -53738.34592 eV



Record 7
Here is a molecular structure, C3H5NdO2 in a non-equilibrium geometry from the OMol25 dataset. Energies are from wB97M-V/def2-TZVPD.

Cartesian coordinates (Å):
H (-0.255, -0.083, 1.263)
C (-1.938, 0.650, 0.125)
C (-1.308, -0.586, 0.570)
O (-0.566, -1.174, -0.520)
C (0.391, -2.015, -0.255)
O (1.496, -1.290, -0.282)
Nd (0.499, 2.481, -0.026)
H (-2.556, 1.096, 0.915)
H (-2.164, 0.705, -0.950)
H (-1.922, -1.384, 1.005)
H (2.247, -1.829, -0.010)

Charge: +1
⟨S²⟩: 6.024
2S+1: 5
Energy relative to the best compared isomer or geometry (same formula, charge and spin): 0.000 eV
HOMO (alpha / beta): -10.45 / -10.68 eV
Gap between HOMO and LUMO (alpha / beta): 5.06 / 5.30 eV
E_tot: -22549.47703 eV



Record 8
Here is a single C2H7N3S molecule in a non-equilibrium geometry from the OMol25 dataset. Energies are from wB97M-V/def2-TZVPD.

Cartesian coordinates (Å):
C (-0.023, -0.558, 1.170)
C (-0.423, -0.479, -0.301)
H (1.396, 0.374, 2.367)
H (0.308, 1.435, 1.683)
H (-0.965, -0.595, 1.776)
H (0.493, -1.466, 1.329)
H (-1.805, -0.975, -1.576)
H (1.294, 0.636, -0.686)
H (-0.401, 1.491, -2.801)
N (0.856, 0.573, 1.517)
N (-1.601, -0.919, -0.554)
N (0.541, 0.134, -1.134)
S (0.330, 0.350, -2.792)

Energy relative to the best compared isomer or geometry (same formula, charge and spin): 0.391 eV
HOMO: -9.33 eV
Gap between HOMO and LUMO: 10.14 eV
E_tot: -17492.52095 eV



Question: What is the formula in the sixth record?
Answer: C15H29ClNO2P2Y